No. 1
Computed, not measured: a structure of composition C42H57BrIrN3, with ωB97M-V/def2-TZVPD.

Structure (XYZ):
```
104
Properties=species:S:1:pos:R:3:forces:R:3
Ir 0.4372 -0.1253 0.4311 -0.026 -0.325 -0.106
C -1.2502 1.0036 1.5277 -0.133 0.067 -0.082
C -1.2825 -0.1272 2.3948 0.114 -0.032 -0.090
C -1.6924 -1.2545 1.5494 0.040 0.001 0.194
C -1.7053 -0.7792 0.1952 0.128 0.114 -0.033
C -1.7107 0.6455 0.2152 -0.233 0.117 -0.029
C -2.5233 1.4545 -0.7747 0.155 -0.030 0.049
C -3.9798 1.0275 -0.4893 -0.047 -0.006 -0.014
C -2.4050 2.9518 -0.5343 -0.054 0.003 -0.033
C -2.1798 1.0929 -2.2207 -0.025 0.027 0.040
C -2.4367 -2.5554 1.8769 0.084 0.070 -0.110
C -1.5603 -3.7474 2.2663 -0.057 0.013 -0.011
C -3.4696 -2.2332 2.9704 0.007 -0.048 -0.010
C -3.2275 -3.0126 0.6374 -0.010 -0.047 0.022
C -1.0142 0.0669 3.8831 -0.040 -0.023 -0.042
C -0.7439 -1.2125 4.6915 -0.060 -0.034 -0.021
C 0.2036 0.9936 4.0357 -0.029 0.060 -0.014
C -2.2357 0.8018 4.4730 -0.001 -0.005 0.050
H -1.1153 2.0222 1.8547 0.044 0.015 -0.032
H -2.0323 -1.3546 -0.6528 -0.006 -0.006 0.033
H -4.2331 1.1352 0.5666 0.003 0.018 0.035
H -4.1646 -0.0039 -0.7911 0.005 -0.021 0.001
H -4.6480 1.6713 -1.0599 -0.030 0.003 -0.021
H -2.7819 3.2294 0.4514 -0.010 -0.001 0.045
H -3.0055 3.4812 -1.2735 -0.030 0.018 -0.005
H -1.3833 3.2948 -0.6295 0.079 0.026 -0.027
H -2.1365 0.0136 -2.3719 -0.012 -0.028 -0.034
H -1.2314 1.5287 -2.5231 0.098 0.026 -0.009
H -2.9536 1.4818 -2.8819 -0.001 0.024 -0.022
H -0.9446 -3.5833 3.1426 0.024 0.035 0.059
H -0.9232 -4.0284 1.4320 -0.031 0.012 -0.002
H -2.2167 -4.5904 2.4821 -0.023 -0.028 0.018
H -3.0204 -2.1331 3.9509 0.052 0.036 0.067
H -4.1850 -3.0540 3.0146 0.006 -0.024 0.037
H -4.0311 -1.3264 2.7419 -0.015 0.023 -0.034
H -2.5742 -3.3137 -0.1825 0.026 -0.022 -0.013
H -3.9211 -2.2513 0.2812 -0.036 0.031 0.006
H -3.8134 -3.8859 0.9172 -0.025 -0.028 -0.012
H -0.4586 -2.0458 4.0641 0.001 0.013 -0.047
H -1.6074 -1.5104 5.2817 -0.032 -0.029 -0.006
H 0.0728 -1.0466 5.3918 -0.003 0.012 0.035
H 1.0801 0.6035 3.5118 0.015 -0.045 0.005
H 0.4488 1.0854 5.0920 0.001 0.024 0.038
H -0.0050 1.9940 3.6644 0.024 0.002 0.012
H -3.1306 0.1828 4.4389 -0.015 -0.003 -0.012
H -2.4406 1.7347 3.9464 0.010 0.026 -0.016
H -2.0357 1.0443 5.5169 0.004 -0.006 0.027
C 1.4820 1.5894 -2.6645 -0.116 0.016 -0.030
C 1.0310 2.7390 -1.8032 0.000 0.007 -0.107
C 0.6179 3.9327 -2.3783 0.021 0.014 0.014
C 0.3464 5.0430 -1.5905 -0.004 -0.035 -0.001
C 0.4752 4.9639 -0.2154 -0.042 -0.066 -0.014
C 0.8652 3.7784 0.4039 0.012 0.022 -0.014
C 1.0524 3.7661 1.8962 -0.012 -0.024 -0.016
C 1.1251 2.6757 -0.4110 0.112 -0.146 0.136
N 1.7049 1.4615 0.1426 0.136 0.201 0.100
C 3.0083 1.5168 0.3230 -0.040 0.002 -0.106
C 3.7435 2.8180 0.1111 -0.086 -0.063 -0.002
C 3.4426 -0.9499 0.2787 -0.217 0.032 -0.140
C 4.3072 -1.8913 1.1131 0.090 -0.306 -0.082
N 2.0159 -1.2190 0.5076 -0.018 -0.081 0.279
C 1.5550 -2.5744 0.4736 0.002 0.080 -0.025
C 1.1223 -3.1691 -0.7404 0.004 0.015 0.056
C 0.8687 -2.4165 -2.0201 -0.042 0.026 -0.020
C 0.8968 -4.5377 -0.7514 0.033 -0.003 -0.018
C 1.1198 -5.3139 0.3736 0.030 0.029 0.024
C 1.4713 -4.7120 1.5723 0.004 -0.008 -0.023
C 1.6387 -3.3417 1.6655 0.033 0.024 -0.029
C 1.9223 -2.7555 3.0206 0.090 0.031 -0.070
H 1.1779 1.7415 -3.6981 0.008 0.011 -0.022
H 1.0647 0.6371 -2.3314 -0.022 0.029 -0.003
H 2.5700 1.4839 -2.6525 0.036 0.002 0.022
H 0.5460 4.0016 -3.4552 -0.016 0.015 -0.050
H 0.0460 5.9723 -2.0533 -0.008 0.029 -0.011
H 0.2768 5.8337 0.3971 0.005 0.038 0.018
H 1.7584 4.5405 2.1992 0.010 0.015 -0.008
H 1.4157 2.8106 2.2657 0.018 -0.015 -0.013
H 0.1146 3.9958 2.4063 -0.023 0.009 0.006
H 3.5913 3.4870 0.9575 0.005 0.010 0.054
H 3.3556 3.3238 -0.7695 -0.013 0.010 -0.017
H 4.8053 2.6544 -0.0217 0.018 -0.013 0.013
H 4.2355 -1.6454 2.1680 -0.009 -0.018 0.089
H 5.3462 -1.8228 0.8027 -0.185 -0.096 0.088
H 3.9945 -2.9177 0.9385 -0.045 -0.002 0.029
H 0.9692 -1.3359 -1.9155 -0.047 -0.095 0.006
H -0.1448 -2.6234 -2.3679 -0.010 0.014 -0.005
H 1.5452 -2.7473 -2.8100 0.006 -0.019 -0.008
H 0.5663 -5.0037 -1.6701 -0.006 -0.021 -0.039
H 0.9840 -6.3845 0.3261 -0.010 -0.062 -0.003
H 1.5859 -5.3133 2.4650 0.000 -0.024 0.024
H 1.2031 -3.1467 3.7390 0.069 -0.030 -0.011
H 1.8677 -1.6684 3.0376 0.003 0.003 -0.026
H 2.9071 -3.0579 3.3743 0.057 0.002 0.016
Br 5.2043 -1.1840 -3.5597 -0.006 -0.013 -0.118
C 4.9719 -0.8102 -1.7184 0.102 0.012 0.061
C 6.1209 -0.2908 -1.0624 -0.118 0.070 0.099
C 6.1657 0.3124 0.2114 0.092 0.080 -0.091
C 5.1275 0.6792 1.0024 0.029 0.115 -0.009
N 3.7589 0.4458 0.6668 0.033 0.148 0.182
C 3.7606 -1.1032 -1.1910 0.068 0.071 -0.014
H 7.0521 -0.3471 -1.6068 0.027 0.012 -0.025
H 7.1482 0.5688 0.5893 0.021 -0.022 -0.017
H 5.2961 1.2230 1.9207 -0.012 0.006 0.039
H 2.9909 -1.4806 -1.8371 -0.002 -0.062 -0.053
```
Forces are in eV/Å.

Results
**2S+1**: 5
**<S²>**: 6.08
**LUMO level (alpha / beta)**: -5.869 / -8.626 eV
**HOMO energy (alpha / beta)**: -13.00 / -14.14 eV
**Total energy**: -4476.5541 a.u.
**Orbital gap (alpha / beta)**: 7.13 / 5.51 eV
**Charge**: +2



No. 2
Computed, not measured: a structure of composition C42H57N9OS2Sn, with ωB97M-V/def2-TZVPD.

Structure (XYZ):
```
112
Properties=species:S:1:pos:R:3:forces:R:3
Sn -1.4004 -1.1497 -0.8292 -0.078 -0.107 0.044
C -0.3124 -5.7821 2.4925 -0.006 0.122 0.019
C 0.0730 -4.4559 1.8232 0.083 -0.110 -0.019
C 1.5931 -4.3233 1.7708 -0.135 0.095 0.013
C -0.5948 -4.3484 0.4640 0.000 0.086 0.066
C 0.1090 -4.3659 -0.7368 -0.004 -0.034 -0.061
C -0.5538 -4.3127 -1.9567 -0.009 -0.073 0.029
C -1.9428 -4.2405 -2.0241 -0.061 -0.058 -0.049
C -2.6479 -4.1820 -3.3535 0.070 0.061 0.086
C -2.6503 -4.2366 -0.8238 0.050 -0.141 -0.020
C -1.9867 -4.2849 0.3943 -0.055 0.054 0.015
H 0.1551 -5.8629 3.4745 0.004 -0.021 0.004
H 0.0205 -6.6229 1.8823 0.008 -0.013 0.007
H -1.3905 -5.8653 2.6255 -0.005 -0.041 -0.004
H -0.3194 -3.6381 2.4410 -0.011 -0.031 0.014
H 2.0375 -5.1784 1.2592 0.054 0.024 -0.016
H 1.9961 -4.3016 2.7839 0.016 -0.032 -0.004
H 1.9021 -3.4083 1.2590 0.046 -0.026 0.000
H 1.1871 -4.4552 -0.7375 0.005 0.045 0.021
H 0.0193 -4.3756 -2.8750 0.004 0.079 -0.001
H -2.5944 -3.1723 -3.7720 -0.026 -0.028 -0.056
H -3.6967 -4.4616 -3.2593 -0.007 -0.004 -0.017
H -2.1781 -4.8546 -4.0697 -0.033 0.008 -0.036
H -3.7350 -4.2551 -0.8387 0.000 0.061 -0.009
H -2.5661 -4.3144 1.3107 0.000 0.035 0.013
C -2.0725 2.4534 2.6256 0.179 -0.040 0.016
N -3.3077 1.8373 2.1414 -0.094 0.113 0.095
C -4.5840 2.3118 2.6665 -0.089 -0.020 -0.023
C -3.2282 0.8535 1.2319 0.223 -0.028 -0.102
N -2.1022 0.3811 0.7796 0.086 -0.215 -0.104
N -4.4430 0.3604 0.7888 -0.165 0.021 0.130
C -4.7069 -0.5761 -0.1854 -0.038 -0.242 -0.274
N -6.0187 -0.8872 -0.2988 0.002 0.086 0.072
N -3.7882 -1.1046 -0.9223 0.092 0.264 0.051
H -2.3238 3.2718 3.2915 -0.059 0.001 -0.007
H -1.4974 2.8699 1.7937 -0.038 -0.011 -0.007
H -1.4607 1.7429 3.1878 0.007 -0.045 -0.002
H -4.3944 3.0191 3.4655 0.040 0.008 0.001
H -5.1681 1.4995 3.1077 0.013 0.008 0.012
H -5.1762 2.8245 1.9033 0.004 -0.023 -0.002
H -1.3135 0.8314 1.2253 0.016 0.028 -0.032
H -5.2514 0.6990 1.2806 0.016 0.044 -0.019
H -6.7355 -0.4533 0.2552 0.011 0.019 0.010
H -6.3256 -1.5060 -1.0276 0.013 -0.023 -0.017
H -4.1789 -1.7538 -1.5957 0.045 -0.059 0.009
S 0.7123 -0.8527 -3.3307 -0.151 0.170 0.194
C 0.8636 0.8052 -3.2366 0.601 -0.611 -0.258
N 2.0262 1.4477 -3.3468 -0.389 0.076 0.196
C 2.0433 2.9029 -3.3978 -0.173 0.187 0.054
C 0.8800 3.3658 -4.2390 0.387 0.020 -0.145
N -0.3598 2.8593 -3.6545 0.069 -0.355 0.146
C -1.5272 3.7616 -3.6793 -0.216 0.102 0.300
C -1.6572 4.5640 -2.3952 0.131 -0.072 -0.065
C -0.8088 5.6464 -2.1757 -0.009 -0.015 0.012
C -0.8749 6.3711 -0.9957 0.072 0.012 0.005
C -1.7894 6.0165 -0.0153 -0.020 0.002 0.029
C -2.6630 4.9635 -0.2412 -0.011 -0.009 0.002
C -2.6015 4.2423 -1.4248 0.026 0.052 -0.046
C -0.3769 1.6534 -3.1049 -0.416 0.503 -0.129
S -1.7645 1.0779 -2.3487 -0.048 0.155 0.043
C 3.3211 0.7760 -3.4994 0.156 -0.102 -0.241
C 3.8895 0.9935 -4.8824 -0.019 0.035 0.058
C 4.9905 1.8159 -5.0860 -0.004 -0.055 0.020
C 5.5078 1.9853 -6.3632 0.040 0.059 -0.036
C 4.9188 1.3463 -7.4428 0.021 0.015 0.021
C 3.8117 0.5313 -7.2449 -0.042 0.005 -0.014
C 3.2987 0.3548 -5.9704 -0.020 0.001 -0.019
H 2.9811 3.2200 -3.8484 -0.004 -0.002 -0.008
H 1.9674 3.3175 -2.3872 0.077 0.019 -0.016
H 0.9898 3.0068 -5.2671 -0.062 0.008 0.013
H 0.8423 4.4514 -4.2593 -0.051 -0.019 0.026
H -2.4245 3.1714 -3.8603 0.057 -0.016 -0.028
H -1.3747 4.4376 -4.5192 -0.019 -0.082 -0.065
H -0.1013 5.9466 -2.9405 -0.024 0.032 0.009
H -0.2239 7.2223 -0.8482 0.021 -0.020 0.010
H -1.8328 6.5726 0.9118 -0.030 0.034 -0.023
H -3.4100 4.7116 0.5019 -0.002 0.006 0.001
H -3.2993 3.4374 -1.5998 -0.021 -0.089 -0.039
H 3.1657 -0.2858 -3.3345 -0.015 0.008 0.150
H 3.9985 1.1697 -2.7378 -0.045 0.033 0.000
H 5.4620 2.3140 -4.2457 0.006 -0.027 0.018
H 6.3759 2.6135 -6.5117 -0.007 0.007 -0.008
H 5.3251 1.4779 -8.4364 0.001 -0.007 -0.002
H 3.3546 0.0241 -8.0842 0.004 0.003 -0.002
H 2.4429 -0.2921 -5.8138 0.014 -0.021 0.004
C 3.7211 -1.7654 5.8999 -0.120 -0.051 -0.048
C 2.3860 -2.1572 5.2750 0.206 0.027 0.108
N 1.3507 -1.1388 5.4255 -0.059 0.006 0.008
C 0.7934 -0.9302 6.7667 0.016 0.266 0.059
C 1.2739 0.3707 7.4010 -0.032 -0.100 -0.050
C 0.7845 -0.4641 4.4141 -0.045 -0.065 -0.048
O -0.2031 0.2588 4.5451 0.032 -0.027 -0.018
C 1.3706 -0.5689 3.0303 0.034 0.112 -0.009
C 2.6721 -0.2118 2.7014 -0.071 -0.098 -0.011
C 3.0372 -0.1774 1.3641 -0.011 -0.014 -0.011
C 2.0789 -0.4481 0.4019 0.076 0.012 -0.068
N 0.8190 -0.7652 0.7046 -0.061 0.094 0.196
C 0.4926 -0.8462 1.9935 0.017 -0.047 -0.044
H 4.4546 -2.5488 5.7105 0.021 0.007 0.024
H 3.6291 -1.6479 6.9791 0.022 0.029 0.006
H 4.0981 -0.8304 5.4850 0.015 0.012 0.011
H 2.0247 -3.0668 5.7611 -0.049 -0.028 -0.090
H 2.5147 -2.3834 4.2186 -0.054 0.000 -0.009
H 1.0800 -1.7835 7.3799 -0.012 -0.047 -0.051
H -0.2926 -0.9055 6.6790 0.006 -0.110 0.027
H 2.3620 0.4110 7.4430 0.005 0.001 0.037
H 0.8857 0.4461 8.4163 0.014 0.039 0.007
H 0.9135 1.2251 6.8301 0.005 0.008 0.003
H 3.3872 0.0426 3.4727 0.003 -0.016 0.019
H 4.0481 0.0697 1.0712 -0.013 0.022 -0.016
H 2.3206 -0.4168 -0.6529 0.008 0.021 -0.085
H -0.5279 -1.1381 2.2199 -0.015 0.067 0.040
```
Forces are in eV/Å.

Results
**2S+1**: 1
**Energy relative to the best compared isomer or geometry (same formula, charge and spin)**: 0.258 eV
**LUMO level**: -5.502 eV
**HOMO energy**: -12.97 eV
**Total energy**: -3213.0196 a.u.
**Orbital gap**: 7.46 eV
**Charge**: +2



Look up the 2S+1 of the second one. 1